[1]
C9H12NO3 | the ωB97M-V functional and the def2-TZVPD basis

```
25
Properties=species:S:1:pos:R:3:forces:R:3
C 0.985 -1.699 1.136 4.185 2.541 -0.699
H 2.258 -1.575 -1.433 0.284 0.412 0.324
H 0.021 2.992 0.660 0.546 -0.277 0.721
H 0.199 -2.348 1.225 -2.215 -1.254 -0.300
H 1.213 -0.352 -2.081 -0.136 1.264 -1.430
C -2.096 -1.537 0.126 2.825 0.509 -1.631
C -0.467 -0.005 -0.046 -1.296 -2.603 0.581
H 1.232 -1.296 2.169 -0.475 0.043 -1.254
O -4.470 0.912 0.223 0.104 0.558 0.324
H 1.461 0.940 1.257 1.404 0.026 -0.975
H 1.900 -2.288 0.864 -0.577 0.111 0.313
C 1.972 0.548 0.312 1.010 -0.607 1.998
C 0.937 -0.553 -0.051 -0.956 0.589 2.306
C -0.290 2.560 -0.283 1.014 -0.908 0.609
O -1.815 -2.699 -0.013 0.582 0.578 0.671
H 0.670 2.403 -0.875 -1.795 0.861 0.234
C -0.958 1.204 -0.063 -0.115 0.386 -0.620
C 1.263 -1.111 -1.369 2.260 -0.479 0.416
C -3.325 0.513 0.140 -0.695 -0.680 -0.726
H 0.671 -1.891 -1.636 -2.361 -2.130 -0.834
H 2.197 1.459 -0.391 -0.318 -2.273 1.088
N -3.114 -0.830 0.037 -1.947 0.814 0.632
H -1.021 3.320 -0.510 -0.129 0.007 -1.402
O -2.362 1.437 -0.019 0.462 0.444 0.362
H 2.938 -0.105 0.621 -1.663 2.065 -0.707
```
Forces are in eV/Å.

The HOMO energy comes out at -3.7 eV. Its total energy is -630.5670 Eh. Its gap between HOMO and LUMO is 7.0436 eV. As for the multiplicity: 1. As for the charge: -1.

These are the Mulliken partial charges, in e, on atoms 1 to 5: -1.5015 0.3880 0.2706 0.4854 0.4239

---

[2]
C9H12NO3 | the ωB97M-V functional and the def2-TZVPD basis

```
25
Properties=species:S:1:pos:R:3:forces:R:3
H -0.943 -1.743 -0.495 0.335 -0.045 1.243
C -0.447 0.011 -1.444 1.219 -0.004 -1.670
H -0.573 -0.812 -3.617 1.537 0.379 1.386
H 0.508 -1.801 -2.503 -0.396 0.633 0.208
H -0.587 1.934 -2.421 0.552 0.606 0.490
H 1.118 -0.183 -2.884 -0.414 -0.322 -0.938
H -2.141 -0.455 -0.146 0.031 -0.285 -0.598
C -1.461 -0.880 -0.896 -0.794 -3.552 0.288
O 1.216 -1.414 3.794 0.590 0.130 -0.375
O -0.885 -1.485 4.594 -0.170 -0.199 0.152
H -1.861 -1.534 -1.727 -0.917 1.538 0.476
C 0.703 0.255 -0.550 0.100 -0.120 0.044
O -2.063 1.000 1.669 -1.619 0.408 -0.401
H 3.787 1.009 0.521 -1.277 -0.843 0.308
H -1.423 1.840 -0.725 0.587 -0.688 -1.804
C 2.774 0.761 0.978 0.991 3.313 -1.055
N -0.376 0.072 2.998 0.073 -0.208 0.343
C 0.046 -1.094 3.898 -0.671 -0.134 0.549
C -1.168 1.326 -1.732 1.714 1.367 1.333
H -2.037 1.229 -2.288 -2.128 -0.864 -0.775
C 1.698 0.418 0.107 -0.969 -0.246 -1.295
C 0.193 -0.763 -2.738 -1.055 1.169 0.277
H 2.806 0.120 1.776 0.512 -1.850 1.988
C -1.340 0.459 2.420 1.892 0.118 -0.231
H 2.455 1.732 1.411 0.278 -0.300 0.057
```
Forces are in eV/Å.

The HOMO energy comes out at -4.9 eV. Its total energy is -630.6088 Eh. Its gap between HOMO and LUMO is 7.9824 eV. As for the multiplicity: 1. As for the charge: -1.

These are the Mulliken partial charges, in e, on atoms 1 to 5: 0.4358 2.2549 0.3227 0.3533 0.4028